# 1
{"formula": "C18H20F3N2OReS", "method": "the ωB97M-V functional and the def2-TZVPD basis", "total_charge": 3, "s2": 3.833, "homo_energy_ev": [-17.7074, -18.1921], "gap_ev": [6.72, 6.19], "total_energy_ha": -1657.58708, "de_lowest_kj_mol": 0.0, "multiplicity": 4, "species": ["Re", "N", "C", "C", "N", "H", "H", "H", "H", "H", "H", "H", "H", "F", "C", "F", "F", "C", "C", "C", "C", "C", "C", "C", "C", "H", "H", "H", "H", "C", "S", "O", "C", "C", "C", "C", "C", "C", "H", "H", "H", "H", "H", "H", "H", "H"], "coordinates": [[-0.9511, -0.8889, -0.2975], [-1.7734, -1.2005, -2.2238], [-1.4433, -2.5729, -2.7617], [-1.3405, -3.5412, -1.6020], [-0.3654, -2.9707, -0.6160], [-2.7882, -1.0720, -2.1868], [-1.4358, -0.4914, -2.8759], [-0.4992, -2.4913, -3.2993], [-2.2117, -2.8858, -3.4667], [-1.0185, -4.5239, -1.9445], [-2.3015, -3.6643, -1.0986], [0.5799, -3.0520, -0.9924], [-0.3586, -3.5379, 0.2333], [7.9112, 1.4865, -2.3377], [6.9722, 2.4164, -2.2230], [7.3190, 3.2724, -1.2637], [6.8691, 3.0787, -3.3755], [5.6184, 1.8037, -1.8828], [4.5205, 2.6740, -1.7754], [3.2866, 2.1713, -1.4749], [3.1305, 0.7664, -1.2787], [4.2599, -0.0995, -1.3887], [5.4892, 0.4251, -1.6878], [1.8915, 0.2356, -0.9892], [0.7613, -0.2417, -0.7344], [4.6598, 3.7350, -1.9359], [2.4283, 2.8239, -1.3948], [4.1371, -1.1623, -1.2330], [6.3566, -0.2143, -1.7757], [-1.5985, 2.3932, 2.0509], [-1.8446, 0.6525, 1.7914], [-2.1572, 0.5851, 0.2095], [-3.2560, 0.2191, 2.6859], [-4.4394, 0.9620, 2.5763], [-5.5093, 0.5901, 3.3636], [-5.3890, -0.4848, 4.2465], [-4.2085, -1.2097, 4.3443], [-3.1233, -0.8685, 3.5540], [-2.5046, 2.9120, 1.7399], [-0.7381, 2.7092, 1.4649], [-1.4153, 2.5256, 3.1178], [-4.5306, 1.7939, 1.8897], [-6.4385, 1.1396, 3.2994], [-6.2318, -0.7550, 4.8694], [-4.1306, -2.0328, 5.0411], [-2.1888, -1.4102, 3.6384]], "atomic_forces_ev_per_a": [[-0.27, -0.13, -0.09], [0.05, 0.03, 0.17], [-0.02, -0.04, 0.00], [-0.02, 0.00, -0.09], [0.08, 0.12, 0.00], [-0.02, -0.05, -0.04], [-0.02, 0.01, -0.02], [0.02, -0.01, 0.02], [0.01, 0.02, -0.02], [0.01, 0.00, 0.00], [0.00, 0.01, 0.01], [0.02, 0.03, 0.02], [-0.03, -0.02, -0.01], [0.00, -0.01, 0.00], [0.00, -0.01, -0.05], [-0.01, 0.01, 0.02], [0.01, 0.00, 0.01], [-0.03, 0.03, 0.02], [0.02, -0.01, 0.00], [-0.03, -0.01, 0.00], [0.08, -0.04, 0.01], [-0.04, 0.05, -0.01], [0.02, -0.03, 0.00], [-0.10, 0.02, -0.01], [0.26, -0.04, -0.03], [0.01, 0.00, 0.00], [-0.01, -0.01, 0.00], [0.00, 0.00, 0.00], [0.01, 0.01, 0.00], [0.01, 0.06, -0.05], [0.16, 0.07, 0.16], [-0.06, -0.07, 0.02], [-0.13, 0.05, -0.10], [0.03, -0.06, 0.04], [0.00, 0.00, -0.01], [-0.02, 0.01, 0.00], [0.03, -0.03, 0.00], [-0.04, 0.01, 0.01], [0.02, 0.02, 0.01], [0.00, -0.02, 0.00], [0.00, 0.00, 0.00], [0.01, 0.00, 0.00], [0.00, -0.01, 0.01], [0.00, 0.00, 0.00], [0.00, 0.00, 0.00], [0.01, 0.01, 0.00]]}


# 2
{"formula": "C18H20FN2", "method": "the ωB97M-V functional and the def2-TZVPD basis", "total_charge": 1, "homo_energy_ev": -11.4700, "gap_ev": 6.91, "total_energy_ha": -907.03484, "de_lowest_kj_mol": 153.5, "multiplicity": 1, "species": ["F", "N", "C", "C", "C", "C", "C", "H", "H", "H", "H", "H", "C", "C", "C", "N", "C", "C", "C", "C", "C", "C", "C", "C", "C", "C", "H", "H", "H", "H", "H", "H", "H", "H", "H", "H", "H", "H", "H", "H", "H"], "coordinates": [[1.1739, 0.5481, 0.5543], [0.9266, -0.8288, 3.5483], [0.3898, 0.1336, 4.2667], [0.1938, -0.0329, 5.6514], [0.6254, -1.2356, 6.2369], [1.2458, -2.2088, 5.4369], [1.3975, -1.9440, 4.0613], [0.0774, 1.0509, 3.7601], [-0.2821, 0.7629, 6.2162], [0.4879, -1.4082, 7.3024], [1.6135, -3.1522, 5.8252], [1.8774, -2.6568, 3.3897], [-2.7342, -2.0181, -1.9896], [-2.0355, -2.6166, -0.7666], [-0.7404, -1.8279, -0.5405], [-0.8254, -0.6795, -1.4693], [0.0763, 0.2894, -1.5043], [1.3800, 0.1867, -0.7750], [2.3344, 1.2534, -1.3412], [1.4102, 2.0832, -2.1691], [0.1041, 1.5228, -2.2429], [-0.9384, 2.2225, -2.8562], [-0.6209, 3.4176, -3.4997], [0.6971, 3.9182, -3.4999], [1.7182, 3.2659, -2.8046], [-1.9447, -0.7752, -2.4067], [-2.7653, -2.7244, -2.8220], [-3.7620, -1.7290, -1.7649], [-2.6676, -2.5204, 0.1182], [-1.8305, -3.6788, -0.9127], [-0.6198, -1.5042, 0.5062], [0.1357, -2.4520, -0.7745], [1.7751, -0.8296, -0.8417], [2.8368, 1.8413, -0.5628], [3.1316, 0.8176, -1.9549], [-1.9571, 1.8311, -2.7886], [-1.4149, 3.9576, -4.0054], [0.9295, 4.8399, -4.0214], [2.7510, 3.6242, -2.7513], [-1.5809, -0.8684, -3.4418], [-2.5694, 0.1243, -2.3662]], "atomic_forces_ev_per_a": [[-0.36, -0.60, -0.07], [0.51, 0.48, -2.07], [-0.40, -0.38, 1.59], [0.33, -0.31, -0.54], [0.06, 0.10, -0.50], [0.01, 0.43, -0.53], [-0.53, -0.17, 1.69], [0.08, -0.32, 0.07], [0.11, -0.22, 0.10], [0.02, 0.03, -0.22], [-0.09, 0.17, 0.20], [-0.14, 0.14, 0.14], [-0.23, 0.05, -0.35], [-0.11, -0.06, 0.41], [0.28, -0.63, 0.26], [1.63, 1.56, 0.05], [-0.94, -0.72, -0.30], [1.24, 0.22, 1.18], [-0.11, -0.37, -0.56], [-0.57, -0.25, -0.10], [0.27, 0.34, 0.06], [0.11, 0.25, -0.35], [-0.10, -0.25, 0.17], [-0.06, -0.25, 0.22], [-0.11, -0.01, -0.21], [-0.71, 0.14, -0.35], [-0.03, 0.06, 0.16], [0.10, -0.17, 0.00], [0.04, -0.09, -0.11], [0.02, 0.17, 0.09], [-0.05, 0.19, -0.51], [-0.16, 0.33, -0.13], [0.04, 0.03, 0.31], [-0.34, -0.32, 0.03], [-0.18, -0.06, 0.04], [0.44, 0.48, -0.35], [0.20, 0.05, 0.07], [-0.15, -0.05, 0.01], [-0.51, 0.15, -0.15], [0.19, 0.17, 0.39], [0.20, -0.32, 0.16]]}


# 3
{"formula": "C18H20N2O2S", "method": "the ωB97M-V functional and the def2-TZVPD basis", "homo_energy_ev": -8.6919, "smiles": "Cc1nn(S(=O)(=O)/C=C/c2ccccc2)c2c1[C@H]1[C@@H](C2)C1(C)C", "gap_ev": 8.42, "total_energy_ha": -1355.96149, "de_lowest_kj_mol": 436.0, "multiplicity": 1, "species": ["O", "O", "N", "C", "C", "C", "C", "C", "C", "C", "C", "C", "C", "C", "N", "C", "C", "C", "C", "C", "C", "C", "S", "H", "H", "H", "H", "H", "H", "H", "H", "H", "H", "H", "H", "H", "H", "H", "H", "H", "H", "H", "H"], "coordinates": [[-1.4429, 2.6141, -1.3931], [-0.7552, 2.3742, 0.8822], [0.0304, -0.7422, -1.3014], [1.2308, -1.1928, -1.5922], [1.5427, 0.8528, -0.9026], [2.2018, -0.1984, -1.3389], [-3.2316, 0.6504, 1.1633], [-2.5724, 0.5815, -0.0363], [-6.9264, -1.4259, 2.0376], [-6.2129, -1.6772, 0.8511], [-6.4042, -0.5224, 2.9298], [-4.9838, -1.0522, 0.5868], [-5.1917, 0.1421, 2.6422], [-4.4384, -0.1074, 1.4432], [0.2101, 0.5398, -0.8399], [1.5415, -2.5340, -2.1365], [5.9991, 0.3584, -0.4779], [3.9936, 0.0519, 1.0556], [2.4154, 2.0885, -0.7509], [4.4993, 0.4441, -0.3314], [3.6425, 0.0054, -1.5537], [3.8045, 1.5305, -1.2200], [-1.1076, 1.6451, -0.3534], [-2.8994, 1.3309, 1.9297], [-2.9256, -0.0519, -0.8548], [-7.9061, -1.8739, 2.2448], [-6.6574, -2.4063, 0.1500], [-6.8930, -0.4035, 3.8937], [-4.4741, -1.3347, -0.3221], [-4.8394, 0.9079, 3.3388], [2.4677, -2.9214, -1.6677], [1.7480, -2.3935, -3.2092], [0.7118, -3.2534, -2.0674], [6.4552, 1.1706, 0.1219], [6.3270, 0.5216, -1.5346], [6.3233, -0.6161, -0.1612], [2.8934, 0.0989, 1.1876], [4.3437, -0.9692, 1.3137], [4.4310, 0.7246, 1.8050], [2.4361, 2.4642, 0.2468], [2.0699, 2.8540, -1.4254], [4.1212, -0.4221, -2.4365], [4.4222, 2.1471, -1.9172]], "atomic_forces_ev_per_a": [[0.63, -2.20, 0.05], [0.21, -2.41, -1.44], [-0.94, -0.07, 0.24], [0.02, 0.14, 0.43], [-0.52, 2.77, 0.83], [0.77, -2.05, -0.90], [1.35, 0.10, -2.10], [0.26, 0.10, 1.19], [0.06, -0.10, -0.96], [-0.35, -0.29, 0.15], [1.26, 0.47, 0.35], [-0.90, -0.81, -0.29], [0.18, -0.05, -0.53], [-1.91, 0.06, 1.65], [-0.72, 0.83, 0.42], [-0.01, -0.40, -0.56], [-0.11, 1.04, -0.77], [0.04, 0.30, 0.19], [0.30, -1.20, -0.97], [-1.38, 0.21, -1.34], [0.71, 1.23, 0.46], [0.21, -0.93, 0.49], [-0.98, 2.49, 1.17], [0.32, 0.08, 0.13], [0.50, 0.39, 0.18], [0.56, -0.04, -0.22], [0.56, 0.53, 0.27], [0.09, 0.39, -0.20], [0.06, 0.02, -0.10], [0.02, -0.32, -0.17], [-0.61, 0.06, -0.22], [0.08, -0.25, 0.21], [0.34, 0.30, 0.20], [0.00, -0.60, -0.14], [-0.32, -0.18, 0.75], [0.46, -0.37, 0.25], [0.67, -0.09, -0.26], [-0.26, 0.47, -0.26], [-0.07, -0.07, -0.07], [0.02, 0.38, 0.75], [-0.12, 0.49, -0.15], [-0.03, 0.13, 0.29], [-0.48, -0.52, 0.97]]}